1.
{"formula": "C5H7N3OS", "method": "ωB97M-V/def2-TZVPD", "e_lumo_ev": 0.666, "charge": 0, "smiles": "OCN1CSc2nc[nH]c21", "homo_lumo_gap_ha": 0.2973, "homo_energy_ev": -7.42, "symbols": ["C", "C", "C", "C", "C", "N", "N", "N", "O", "S", "H", "H", "H", "H", "H", "H", "H"], "xyz": [[-2.784, -1.453, 0.163], [-2.066, 0.516, 0.026], [-1.021, -0.293, -0.188], [0.066, 1.747, -0.418], [1.406, -0.225, 0.274], [-3.191, -0.225, 0.300], [-1.480, -1.575, -0.250], [0.286, 0.339, -0.469], [1.242, -0.033, 1.648], [-1.591, 2.183, 0.128], [-3.530, -2.251, -0.018], [0.708, 2.326, 0.309], [0.264, 2.073, -1.412], [2.312, 0.200, -0.173], [1.567, -1.340, 0.289], [-1.103, -2.438, -0.507], [0.840, 0.863, 1.773]]}



2.
{"formula": "C5H7N3OS", "method": "ωB97M-V/def2-TZVPD", "e_lumo_ev": [0.097, 0.095], "charge": 0, "homo_lumo_gap_ha": [0.2658, 0.2659], "homo_energy_ev": [-7.14, -7.14], "symbols": ["C", "C", "C", "C", "C", "N", "N", "N", "O", "S", "H", "H", "H", "H", "H", "H", "H"], "xyz": [[-0.744, -0.897, 1.229], [-0.367, -1.394, -0.015], [0.155, -1.706, -1.055], [0.558, -2.078, -2.424], [-0.248, 1.807, -0.132], [-0.251, 0.262, 1.651], [-0.510, 0.723, 2.828], [0.558, 1.133, 0.803], [1.142, 2.015, 1.704], [0.069, 2.305, 2.979], [-1.380, -1.442, 1.961], [0.536, -3.157, -2.774], [0.139, -1.476, -3.173], [1.689, -2.065, -2.511], [-0.496, 1.054, -0.839], [-1.221, 2.386, 0.232], [0.372, 2.531, -0.463]]}



3.
{"formula": "C5H7N3OS", "method": "ωB97M-V/def2-TZVPD", "e_lumo_ev": 0.469, "charge": 0, "smiles": "C=C=C(N)O[C@@H]1CSN=N1", "homo_lumo_gap_ha": 0.3194, "homo_energy_ev": -8.22, "symbols": ["C", "C", "C", "C", "C", "N", "N", "N", "O", "S", "H", "H", "H", "H", "H", "H", "H"], "xyz": [[-0.658, -1.322, -0.198], [0.275, 2.359, 0.475], [0.894, 1.270, 0.063], [1.339, 0.048, 0.101], [-1.612, -0.914, -1.384], [-1.061, -0.662, 0.949], [-1.833, 0.304, 0.841], [2.595, -0.323, 0.596], [0.675, -1.172, -0.433], [-2.595, 0.432, -0.582], [-0.876, -2.450, 0.022], [0.433, 3.281, 0.032], [-0.227, 2.198, 1.423], [-1.019, -0.383, -2.195], [-2.208, -1.811, -1.791], [3.277, 0.358, 0.947], [2.600, -1.211, 1.134]]}



Short version: 1, 3, 2, most stable first.



1.
{"formula": "C3H6N3", "method": "ωB97M-V/def2-TZVPD", "e_lumo_ev": -4.504, "charge": 1, "smiles": "C[n+]1cnc[nH]1", "homo_lumo_gap_ha": 0.4257, "homo_energy_ev": -16.09, "symbols": ["C", "C", "C", "N", "N", "N", "H", "H", "H", "H", "H", "H"], "xyz": [[-1.817, -0.649, 0.001], [-0.650, 1.132, 0.002], [1.706, 0.214, -0.013], [-1.890, 0.662, 0.001], [-0.589, -1.122, -0.009], [0.286, 0.212, -0.003], [-2.696, -1.273, 0.012], [-0.446, 2.189, 0.000], [2.111, -0.756, 0.271], [2.089, 0.475, -1.001], [2.057, 0.951, 0.712], [-0.161, -2.037, 0.028]]}



2.
{"formula": "C3H6N3", "method": "ωB97M-V/def2-TZVPD", "e_lumo_ev": [-5.294, -5.299], "charge": 1, "homo_lumo_gap_ha": [0.3005, 0.3004], "homo_energy_ev": [-13.47, -13.47], "symbols": ["C", "C", "C", "N", "N", "N", "H", "H", "H", "H", "H", "H"], "xyz": [[1.902, 1.006, 0.055], [2.254, -1.263, -0.113], [-1.312, -0.380, 0.114], [2.485, -0.143, 0.078], [0.567, 0.870, -0.063], [0.067, -0.266, -0.090], [2.539, 1.821, 0.237], [2.368, -2.289, 0.219], [-1.724, -0.120, -0.921], [-1.465, -1.341, 0.378], [-1.758, 0.317, 0.774], [0.038, 1.685, -0.144]]}



Short version: 1, 2, most stable first.